Model w:
Formula: C4H4N2
Source: the OMol25 dataset
Level of theory: wB97M-V/def2-TZVPD

M in g/mol: 80.09
E_HOMO in eV: -9.84
HOMO-LUMO gap in Eh: 0.328

Each atom is followed by the atoms it is bonded to, with distances in Å.
Cartesian coordinates (Å):
1 C 0.00 0.64 0.74  C2 1.363, N9 1.257, N10 1.474
2 C -0.91 -0.20 0.18  C1 1.363, C3 1.344, H6 1.090
3 C -0.49 -0.76 -0.96  C2 1.344, C4 1.480, H7 1.029
4 C 0.92 -0.32 -1.04  C3 1.480, H8 1.050, N10 1.268
5 H 0.60 1.43 2.17  N9 0.917
6 H -1.89 -0.48 0.58  C2 1.090
7 H -0.93 -1.15 -1.81  C3 1.029
8 H 1.68 -0.70 -1.67  C4 1.050
9 N -0.19 1.06 1.91  C1 1.257, H5 0.917
10 N 1.20 0.48 -0.10  C1 1.474, C4 1.268

Model x:
Formula: C4H4N2
Source: the OMol25 dataset
Level of theory: wB97M-V/def2-TZVPD

M in g/mol: 80.09
E_HOMO (spin up / spin down) in eV: -8.97 / -8.92
HOMO-LUMO gap (spin up / spin down) in Eh: 0.295 / 0.257

Each atom is followed by the atoms it is bonded to, with distances in Å.
Cartesian coordinates (Å):
1 C 1.60 1.15 -0.13  C2 1.331, N6 1.388, H7 1.016
2 C 2.87 0.87 0.16  C1 1.331, N5 1.329
3 C 2.43 -1.15 0.03  N5 1.275, N6 1.763
4 C -0.23 -0.60 0.31  N6 1.432, H8 1.099, H9 1.142, H10 1.017
5 N 3.42 -0.34 0.10  C2 1.329, C3 1.275
6 N 1.02 -0.11 -0.19  C1 1.388, C3 1.763, C4 1.432
7 H 1.07 2.00 -0.22  C1 1.016
8 H -0.92 0.16 0.69  C4 1.099
9 H -0.80 -1.07 -0.57  C4 1.142
10 H -0.08 -1.34 0.99  C4 1.017

Model y:
Formula: C4H4N2
Source: the OMol25 dataset
Level of theory: wB97M-V/def2-TZVPD

M in g/mol: 80.09
E_HOMO in eV: -10.44
HOMO-LUMO gap in Eh: 0.404

Each atom is followed by the atoms it is bonded to, with distances in Å.
Cartesian coordinates (Å):
1 C -0.41 -1.04 -0.20  C2 1.332, H8 1.086, H9 1.086
2 C 0.81 -0.60 0.09  C1 1.332, C3 1.438, H10 1.088
3 C 1.97 -1.44 -0.03  C2 1.438, N4 1.159
4 N 2.92 -2.10 -0.14  C3 1.159
5 C -0.37 2.44 -0.03  N6 1.175
6 N -1.53 2.38 0.18  C5 1.175, H7 0.998
7 H -2.51 2.35 0.37  N6 0.998
8 H -0.59 -2.05 -0.54  C1 1.086
9 H -1.27 -0.37 -0.11  C1 1.086
10 H 0.99 0.43 0.41  C2 1.088

model y is preferred energetically. Next in line: 0.161 eV higher.

Model w:
Formula: C5H9NO
Source: the OMol25 dataset
Level of theory: wB97M-V/def2-TZVPD

M in g/mol: 99.13
E_HOMO in eV: -10.96
HOMO-LUMO gap in Eh: 0.423

Each atom is followed by the atoms it is bonded to, with distances in Å.
Cartesian coordinates (Å):
1 C -0.75 -0.70 1.12  C2 1.541, H8 1.092, H9 1.097, H10 1.097
2 C 0.17 -0.33 -0.06  C1 1.541, C3 1.541, C4 1.545, C6 1.477
3 C 1.43 0.37 0.47  C2 1.541, H11 1.094, H12 1.094, H13 1.097
4 C -0.52 0.61 -1.07  C2 1.545, O5 1.413, H14 1.104, H15 1.099
5 O -0.91 1.77 -0.36  C4 1.413, H16 0.964
6 C 0.45 -1.62 -0.72  C2 1.477, N7 1.158
7 N 0.50 -2.71 -1.11  C6 1.158
8 H -1.22 0.21 1.51  C1 1.092
9 H -1.53 -1.42 0.82  C1 1.097
10 H -0.14 -1.18 1.89  C1 1.097
11 H 2.03 -0.31 1.08  C3 1.094
12 H 1.09 1.21 1.10  C3 1.094
13 H 2.06 0.78 -0.32  C3 1.097
14 H 0.18 0.87 -1.88  C4 1.104
15 H -1.39 0.12 -1.53  C4 1.099
16 H -1.45 2.32 -0.92  O5 0.964

Model x:
Formula: C5H9NO
Source: the OMol25 dataset
Level of theory: wB97M-V/def2-TZVPD

M in g/mol: 99.13
E_HOMO in eV: -7.88
HOMO-LUMO gap in Eh: 0.289

Each atom is followed by the atoms it is bonded to, with distances in Å.
Cartesian coordinates (Å):
1 C 1.68 0.20 -1.05  C5 1.489, H14 1.090, H15 1.088, H16 1.098
2 C -1.01 -0.55 -0.03  C3 1.370, C6 1.302
3 C -0.52 0.71 0.17  C2 1.370, N4 1.415, C5 1.391
4 N -1.28 1.66 0.90  C3 1.415, H9 1.012, H10 1.013
5 C 0.87 0.80 0.05  C1 1.489, C3 1.391, H11 1.088
6 C -1.77 -1.47 -0.55  C2 1.302, H12 1.083, H13 1.087
7 O 0.56 -1.18 1.11  H8 0.975
8 H 1.23 -1.81 1.44  O7 0.975
9 H -0.70 2.35 1.35  N4 1.012
10 H -1.90 1.23 1.58  N4 1.013
11 H 1.35 1.59 0.61  C5 1.088
12 H -1.77 -2.49 -0.18  C6 1.083
13 H -2.41 -1.23 -1.40  C6 1.087
14 H 2.66 -0.10 -0.68  C1 1.090
15 H 1.18 -0.66 -1.48  C1 1.088
16 H 1.83 0.95 -1.84  C1 1.098

Model y:
Formula: C5H9NO
Source: the OMol25 dataset
Level of theory: wB97M-V/def2-TZVPD

M in g/mol: 99.13
E_HOMO in eV: -9.45
HOMO-LUMO gap in Eh: 0.378

Each atom is followed by the atoms it is bonded to, with distances in Å.
Cartesian coordinates (Å):
1 O 2.21 -0.27 -0.78  C2 1.207
2 C 2.21 0.83 -0.29  O1 1.207, N3 1.391, H8 1.098
3 N 1.08 1.59 0.01  C2 1.391, C4 1.489, H9 1.009
4 C -0.36 1.23 0.15  N3 1.489, C5 1.505, H10 1.088, H11 1.096
5 C -0.74 -0.04 -0.56  C4 1.505, C6 1.547, H12 1.101, H13 1.082
6 C -1.47 -1.10 0.29  C5 1.547, C7 1.342, H14 1.086
7 C -0.89 -2.29 0.52  C6 1.342, H15 1.081, H16 1.086
8 H 3.13 1.37 -0.04  C2 1.098
9 H 1.39 2.54 0.11  N3 1.009
10 H -0.79 2.18 -0.16  C4 1.088
11 H -0.46 1.04 1.22  C4 1.096
12 H -1.45 0.00 -1.40  C5 1.101
13 H 0.12 -0.61 -0.88  C5 1.082
14 H -2.45 -0.90 0.73  C6 1.086
15 H -0.13 -2.67 -0.15  C7 1.081
16 H -1.41 -2.91 1.24  C7 1.086

model w is preferred energetically. Next in line: 1.094 eV higher.

Model w:
Formula: C3H8N3
Source: the OMol25 dataset
Level of theory: wB97M-V/def2-TZVPD

M in g/mol: 86.12
E_HOMO in eV: -13.96
HOMO-LUMO gap in Eh: 0.375
Charge: +1

Each atom is followed by the atoms it is bonded to, with distances in Å.
Cartesian coordinates (Å):
1 C -1.60 0.64 0.20  N4 1.278, N5 1.406, H7 1.071
2 C 0.52 1.01 0.63  C3 1.523, N4 1.434, H8 1.191, H9 1.013
3 C 0.43 -0.48 0.33  C2 1.523, N5 1.612, N6 1.547, H10 1.039
4 N -0.75 1.59 0.29  C1 1.278, C2 1.434
5 N -1.17 -0.70 0.19  C1 1.406, C3 1.612, H11 1.071
6 N 0.98 -0.72 -1.09  C3 1.547, H12 0.983, H13 0.984, H14 1.039
7 H -2.63 0.79 -0.05  C1 1.071
8 H 0.72 1.22 1.78  C2 1.191
9 H 1.26 1.35 0.02  C2 1.013
10 H 0.83 -1.09 1.07  C3 1.039
11 H -1.85 -1.28 0.78  N5 1.071
12 H 0.43 -1.35 -1.62  N6 0.983
13 H 1.83 -1.19 -0.96  N6 0.984
14 H 1.00 0.21 -1.56  N6 1.039

Model x:
Formula: C3H8N3
Source: the OMol25 dataset
Level of theory: wB97M-V/def2-TZVPD

M in g/mol: 86.12
E_HOMO in eV: -13.83
HOMO-LUMO gap in Eh: 0.384
Charge: +1

Each atom is followed by the atoms it is bonded to, with distances in Å.
Cartesian coordinates (Å):
1 C 0.74 -0.94 0.17  C3 1.499, N4 1.457, H7 1.089, H8 1.090
2 C 0.32 1.33 0.18  N4 1.469, N5 1.456, H9 1.159, H10 1.043
3 C -0.72 -0.70 0.41  C1 1.499, N5 1.380, N6 1.453, H11 0.992
4 N 1.20 0.31 -0.42  C1 1.457, C2 1.469, H12 1.008
5 N -0.93 0.66 0.49  C2 1.456, C3 1.380, N6 1.446
6 N -1.48 -0.05 -0.65  C3 1.453, N5 1.446, H13 1.008, H14 1.006
7 H 1.25 -1.18 1.11  C1 1.089
8 H 1.04 -1.89 -0.26  C1 1.090
9 H 0.83 1.48 1.21  C2 1.159
10 H 0.36 2.10 -0.53  C2 1.043
11 H -1.26 -1.34 0.94  C3 0.992
12 H 2.20 0.33 -0.31  N4 1.008
13 H -1.08 -0.02 -1.57  N6 1.008
14 H -2.48 -0.10 -0.76  N6 1.006

Model y:
Formula: C3H8N3
Source: the OMol25 dataset
Level of theory: wB97M-V/def2-TZVPD

M in g/mol: 86.12
E_HOMO (spin up / spin down) in eV: -13.49 / -13.56
HOMO-LUMO gap (spin up / spin down) in Eh: 0.296 / 0.307
Charge: +1

Each atom is followed by the atoms it is bonded to, with distances in Å.
Cartesian coordinates (Å):
1 C -2.60 1.49 1.07  C2 1.217, H7 1.077
2 C -2.21 0.37 0.78  C1 1.217, N6 1.337
3 C 0.49 0.05 -0.94  N4 1.617, N5 1.389, H8 1.055, H9 1.138
4 N 1.41 -0.42 0.30  C3 1.617, H10 0.986, H11 1.016, H13 1.005
5 N -0.57 -0.82 -1.16  C3 1.389, H12 1.105
6 N -1.37 -0.66 0.71  C2 1.337, H14 1.005
7 H -3.07 2.45 0.94  C1 1.077
8 H 0.10 0.94 -0.54  C3 1.055
9 H 1.05 0.20 -1.92  C3 1.138
10 H 1.82 0.41 0.64  N4 0.986
11 H 1.89 -1.31 0.36  N4 1.016
12 H -0.11 -1.82 -1.27  N5 1.105
13 H 0.73 -0.54 1.04  N4 1.005
14 H -1.69 -1.61 0.64  N6 1.005

Model z:
Formula: C3H8N3
Source: the OMol25 dataset
Level of theory: wB97M-V/def2-TZVPD

M in g/mol: 86.12
E_HOMO in eV: -14.77
HOMO-LUMO gap in Eh: 0.387
Charge: +1

Each atom is followed by the atoms it is bonded to, with distances in Å.
Cartesian coordinates (Å):
1 C -1.77 -0.07 0.38  N4 1.272, N5 1.345, H7 1.091
2 C -0.03 -1.33 0.13  N4 1.394, N6 1.602, H8 1.105, H9 1.042
3 C 1.30 0.64 -0.85  N6 1.466, H10 1.022, H11 1.042, H12 1.027
4 N -1.38 -1.27 0.46  C1 1.272, C2 1.394
5 N -0.85 0.90 0.23  C1 1.345, N6 1.444, H13 1.260
6 N 0.42 0.21 0.24  C2 1.602, C3 1.466, N5 1.444, H14 1.081
7 H -2.84 0.18 0.39  C1 1.091
8 H 0.70 -1.91 0.73  C2 1.105
9 H 0.23 -1.64 -0.83  C2 1.042
10 H 0.80 0.36 -1.70  C3 1.022
11 H 1.50 1.66 -0.82  C3 1.042
12 H 2.20 0.16 -0.77  C3 1.027
13 H -1.06 1.71 1.17  N5 1.260
14 H 0.77 0.41 1.24  N6 1.081

model w is preferred energetically. Next in line: 1.479 eV higher.